The following is a quantum chemistry calculation of 8 unconnected molecules or ions with the total composition C8H32O12 in a non-equilibrium geometry, from OMol25.

Structure (XYZ):
```
52
Properties=species:S:1:pos:R:3:forces:R:3:nbo_charge:R:1
O -2.274 0.036 1.739 0.0 -0.2 -0.2 -0.76
C -1.678 1.056 2.515 -1.1 0.5 0.4 -0.08
C -1.540 0.564 3.955 0.8 0.8 -1.5 -0.11
O -2.821 0.303 4.546 1.2 -0.1 -0.6 -0.71
H -2.676 -0.516 2.414 -0.6 -0.6 -0.2 0.49
H -0.744 1.342 2.033 0.1 0.1 0.4 0.19
H -2.360 1.903 2.600 0.0 0.4 -0.5 0.17
H -1.001 1.388 4.422 0.0 -0.3 0.8 0.18
H -0.895 -0.293 3.763 -0.1 -0.5 1.1 0.17
H -2.796 -0.616 4.823 -0.3 -0.1 0.2 0.48
O -3.697 -1.405 -0.259 0.1 1.0 -0.8 -0.74
C -3.596 -2.672 0.274 -1.1 -1.5 1.9 -0.10
C -4.798 -2.834 1.276 0.0 1.4 -0.4 -0.09
O -4.806 -1.752 2.259 0.5 -1.2 0.2 -0.76
H -3.193 -0.885 0.371 0.1 1.0 0.0 0.50
H -3.669 -3.453 -0.483 0.1 0.1 -0.2 0.18
H -2.646 -2.730 0.805 0.1 -0.5 0.1 0.17
H -4.914 -3.773 1.816 0.6 0.1 0.1 0.19
H -5.703 -2.745 0.675 -0.1 0.1 -0.2 0.17
H -4.946 -0.884 1.875 -0.2 -0.2 -0.6 0.48
O 1.258 4.454 -0.956 0.5 -0.1 0.0 -0.76
C 1.710 3.260 -1.690 -0.3 2.2 0.6 -0.10
C 3.202 3.446 -2.035 0.3 -0.1 0.4 -0.09
O 3.531 4.583 -2.789 -0.4 0.4 -1.5 -0.73
H 0.533 4.863 -1.433 0.0 -0.1 0.0 0.47
H 1.438 2.460 -1.000 0.6 -0.5 -0.5 0.19
H 1.068 3.280 -2.570 0.4 -0.8 -0.3 0.18
H 3.582 2.594 -2.599 -0.2 -0.1 -0.1 0.19
H 3.897 3.575 -1.205 -0.7 -0.8 1.0 0.17
H 3.059 5.374 -2.517 -0.2 -0.2 0.4 0.48
O 4.648 -1.977 -3.737 0.5 -1.0 -0.7 -0.71
C 4.275 -0.676 -3.465 -1.7 0.6 1.6 -0.08
C 3.313 -0.799 -2.204 0.5 1.5 -0.3 -0.09
O 2.118 -1.418 -2.544 -0.5 -1.7 -1.7 -0.77
H 3.814 -2.452 -3.737 -0.1 -0.5 -0.2 0.47
H 5.167 -0.067 -3.323 0.0 -0.1 0.5 0.18
H 3.728 -0.206 -4.282 -0.3 0.0 -0.2 0.16
H 2.916 0.143 -1.826 1.2 0.7 0.4 0.16
H 3.833 -1.407 -1.465 0.3 0.3 0.3 0.16
H 1.508 -1.389 -1.803 -0.1 0.3 0.3 0.50
O 1.968 1.168 2.211 -0.3 -0.2 -0.2 -0.96
H 2.394 0.691 2.923 0.1 -0.2 0.2 0.48
H 2.516 1.941 2.078 0.1 0.3 -0.1 0.48
O -2.108 -1.364 -2.614 0.4 0.1 -0.4 -0.95
H -1.666 -2.213 -2.574 0.1 -0.2 -0.1 0.46
H -2.475 -1.242 -1.739 -0.6 0.0 0.4 0.48
O -0.241 -2.509 1.986 -0.4 -0.1 0.3 -0.94
H 0.544 -2.184 2.427 0.2 0.1 0.1 0.47
H 0.091 -2.983 1.223 0.1 -0.1 -0.3 0.48
O 0.593 -0.524 -0.313 0.2 -0.1 -0.2 -0.97
H -0.360 -0.522 -0.224 -0.4 0.0 0.0 0.49
H 0.899 0.066 0.377 0.3 0.2 0.4 0.49
```
Forces are in eV/Å.

Properties
multiplicity	1
highest occupied orbital energy	-9.8	eV
maximum force	2.7	eV/Å
energy	-1226.768404	hartree
relative energy (zero: lowest compared OMol25 entry of this formula, charge and spin)	44.6	kcal/mol
Kohn-Sham gap	0.35280	Eh
SMILES	OCCO.OCCO.OCCO.OCCO.O.O.O.O
E_LUMO	-0.008	Eh
molar mass	320.33	u

The following is a quantum chemistry calculation of 8 unconnected molecules or ions with the total composition C8H32O8 in a non-equilibrium geometry, from OMol25.

Structure (XYZ):
```
48
Properties=species:S:1:pos:R:3:forces:R:3:nbo_charge:R:1
C -2.719 7.135 22.381 -0.9 -0.4 -0.8 -0.52
O -3.492 7.358 23.544 -0.4 -0.4 -0.4 -1.00
H -3.459 6.938 21.606 -0.1 0.3 -0.3 0.15
H -2.129 7.997 22.070 0.2 0.0 0.2 0.16
H -2.148 6.207 22.363 0.5 0.1 0.6 0.16
H -2.957 7.778 24.221 0.5 0.3 0.7 0.36
C -11.372 9.059 19.662 -0.5 1.3 -0.6 -0.27
O -10.383 8.089 19.469 0.2 -0.8 0.5 -0.74
H -11.761 9.334 18.682 -0.1 0.4 -0.1 0.16
H -12.248 8.819 20.264 0.3 -0.6 0.4 0.17
H -10.897 9.931 20.113 0.0 0.0 -0.1 0.19
H -10.816 7.257 19.265 0.1 -0.2 0.0 0.47
C -11.502 7.898 23.236 -1.1 -0.6 0.6 -0.27
O -12.587 8.787 23.673 1.2 -0.5 -0.7 -0.73
H -10.863 8.329 22.466 -0.1 0.5 0.4 0.19
H -10.944 7.500 24.083 0.4 0.6 0.0 0.20
H -11.925 6.987 22.810 -0.3 0.0 -0.4 0.15
H -13.110 8.259 24.281 0.0 0.1 0.1 0.46
C -5.473 5.237 25.432 0.0 -1.2 -0.3 -0.34
O -5.995 5.898 24.272 -0.4 0.0 1.1 -0.79
H -6.236 4.689 25.984 -0.6 0.1 -0.4 0.17
H -4.804 4.477 25.028 0.4 -0.1 0.5 0.16
H -4.976 5.812 26.214 0.2 0.7 -0.6 0.18
H -5.224 6.313 23.878 0.5 0.6 -0.4 0.51
C -7.287 7.570 21.524 0.2 -0.4 2.5 -0.26
O -7.837 8.559 20.748 -0.5 0.6 -1.8 -0.76
H -6.199 7.635 21.536 0.0 -0.2 -0.3 0.18
H -7.631 7.817 22.529 0.4 -0.5 0.6 0.17
H -7.638 6.552 21.354 0.2 -0.1 -0.6 0.16
H -8.710 8.263 20.481 -0.3 0.3 -0.4 0.50
C -4.550 10.089 21.172 -0.2 -0.5 -0.3 -0.27
O -5.859 10.445 20.754 0.7 1.2 -0.1 -0.77
H -3.974 9.563 20.411 -0.2 -0.3 -0.4 0.14
H -3.942 10.979 21.336 -0.4 0.2 0.4 0.17
H -4.552 9.443 22.051 0.1 0.2 0.3 0.18
H -6.509 9.740 20.707 0.1 -0.4 0.1 0.50
C -9.355 5.030 23.572 0.9 0.8 0.2 -0.26
O -8.760 6.118 24.296 -1.5 -0.5 0.1 -0.77
H -8.930 4.064 23.844 0.1 -0.1 0.1 0.16
H -10.428 4.997 23.761 0.1 0.2 0.0 0.17
H -9.153 5.204 22.515 -0.3 -0.3 -0.3 0.15
H -7.806 6.094 24.199 0.7 -0.2 -0.1 0.51
C -6.781 9.606 24.782 1.0 0.0 -0.5 -0.28
O -6.725 10.210 26.055 -0.6 -0.1 0.8 -0.75
H -5.764 9.342 24.491 0.2 0.1 -0.4 0.17
H -7.293 8.644 24.772 -0.5 0.3 0.5 0.19
H -7.204 10.293 24.049 -0.2 -0.2 -0.2 0.16
H -6.273 11.054 25.986 0.1 -0.1 -0.2 0.46
```
Forces are in eV/Å.

Properties
multiplicity	2
highest occupied orbital energy (alpha / beta)	0.7 / -7.0	eV
maximum force	2.6	eV/Å
energy	-925.725659	hartree
relative energy (zero: lowest compared OMol25 entry of this formula, charge and spin)	84.5	kcal/mol
Kohn-Sham gap (alpha / beta)	0.05602 / 0.33744	Eh
E_LUMO (alpha / beta)	0.083 / 0.081	Eh
⟨S²⟩	0.75
molar mass	256.34	u
net charge	-1